[1]
The following is a DFT calculation (the ωB97M-V functional and the def2-TZVPD basis) of an isolated molecule of C4H7NO2.

Geometry as XYZ:
```
14
Properties=species:S:1:pos:R:3:mulliken_charge:R:1
C 1.49817 -0.54589 1.11922 -0.7677
N 0.60316 -1.09859 0.09086 -0.2595
C -0.85707 -0.42836 0.29313 0.3059
O -1.53937 -0.99116 1.15065 -0.6949
C -0.77701 0.76290 -0.34491 0.0429
C -1.47352 1.59224 -1.26629 -0.2441
O -0.13313 1.10162 -1.56396 -0.4466
H 1.79732 0.49296 0.87961 0.2698
H 0.93680 -0.49332 2.06699 0.3135
H 2.38719 -1.16755 1.21733 0.3523
H 0.42695 -2.10906 0.18857 0.3335
H 0.92743 -0.94560 -0.87294 0.3592
H -2.26143 1.17082 -1.89034 0.2237
H -1.53549 2.65899 -1.06792 0.2122
```

Kohn-Sham gap in Ha: 0.2861
Structure (SMILES): C[NH2+]/C([O-])=C1/CO1
2S+1: 1

---

[2]
The following is a DFT calculation (the ωB97M-V functional and the def2-TZVPD basis) of an isolated molecule of C4H7NO2.

Geometry as XYZ:
```
14
Properties=species:S:1:pos:R:3:mulliken_charge:R:1
C -1.34460 -1.21412 -0.13292 -1.1033
C -0.36680 -0.07640 -0.08584 0.5335
N -0.58877 1.06727 0.43954 -0.4446
O -1.85077 1.19920 0.97574 -0.3993
C 0.98956 -0.10084 -0.71910 0.0310
C 2.06858 0.52844 0.02722 -0.3759
O 2.03352 -0.88522 -0.15978 -0.4249
H -2.22949 -0.93743 -0.71750 0.3297
H -0.89718 -2.11268 -0.56548 0.3273
H -1.69474 -1.44640 0.87850 0.3129
H -1.80947 2.10127 1.32060 0.3861
H 1.00577 -0.06905 -1.81068 0.3335
H 2.82681 1.10329 -0.49701 0.2567
H 1.85758 0.84267 1.04669 0.2373
```

Kohn-Sham gap in Ha: 0.3973
Structure (SMILES): C/C(=N\O)[C@H]1CO1
2S+1: 1

---

[3]
The following is a DFT calculation (the ωB97M-V functional and the def2-TZVPD basis) of an isolated molecule of C4H7NO2.

Geometry as XYZ:
```
14
Properties=species:S:1:pos:R:3:mulliken_charge:R:1
C -0.11175 1.23728 -1.21545 -1.3174
C -0.19089 -0.20806 -0.76043 0.3684
C 0.96447 -0.65525 0.16036 -0.5013
N 0.36216 -0.47650 1.46445 -0.2531
C -1.01642 -0.37729 1.36545 0.4838
O -1.80511 -0.32263 2.26983 -0.5738
O -1.36397 -0.34149 0.05290 -0.3573
H -0.06304 1.89664 -0.34187 0.3183
H -1.01206 1.48806 -1.78371 0.3550
H 0.76665 1.41416 -1.84346 0.3610
H -0.30205 -0.88456 -1.61230 0.2950
H 1.84762 -0.01916 0.02927 0.2600
H 1.25623 -1.69762 -0.01744 0.2837
H 0.66816 -1.05356 2.23238 0.2778
```

Kohn-Sham gap in Ha: 0.4011
Structure (SMILES): C[C@H]1CNC(=O)O1
2S+1: 1

---

[4]
The following is a DFT calculation (the ωB97M-V functional and the def2-TZVPD basis) of an isolated molecule of C4H7NO2.

Geometry as XYZ:
```
14
Properties=species:S:1:pos:R:3:mulliken_charge:R:1
C -1.42909 -1.17621 0.70669 -0.9452
C -0.99607 0.20960 0.20686 0.4648
O -1.76619 1.12361 0.18040 -0.5102
N 0.43903 0.28535 -0.17501 0.1541
C 1.49310 1.20853 0.31656 -0.8404
C 0.52282 -0.31624 -1.41484 -0.0243
O -0.48334 -0.47311 -2.06727 -0.5177
H -2.34743 -1.58173 0.26037 0.2896
H -1.66155 -0.98667 1.76092 0.3199
H -0.64107 -1.92926 0.65460 0.3014
H 2.33195 1.26537 -0.39738 0.3262
H 1.13397 2.23918 0.42826 0.3165
H 1.92269 0.89400 1.27465 0.2794
H 1.48117 -0.76241 -1.73482 0.3861
```

Kohn-Sham gap in Ha: 0.3939
Structure (SMILES): CC(=O)N(C)C=O
2S+1: 1

---

[5]
The following is a DFT calculation (the ωB97M-V functional and the def2-TZVPD basis) of an isolated molecule of C4H7NO2 at a distorted geometry.

Geometry as XYZ:
```
14
Properties=species:S:1:pos:R:3:mulliken_charge:R:1
C -1.17362 -1.24009 0.41580 -0.8984
N -0.76198 -0.07868 -0.37044 -0.0362
C 0.46782 -0.14748 -1.45452 0.0432
C 0.57250 0.86285 -0.08525 0.7063
C 1.29274 0.56290 1.02705 -1.1013
O 0.34082 2.17227 -0.40302 -0.5159
O 0.87078 -1.20882 -1.80294 -0.4163
H 0.36943 2.24611 -1.36938 0.4005
H -1.48414 0.60481 -0.57485 0.3345
H -0.40884 -2.00968 0.31123 0.2988
H -2.10955 -1.63452 0.01996 0.3229
H -1.29407 -0.97650 1.46680 0.3355
H 1.30027 -0.43241 1.44024 0.2606
H 2.01784 1.27924 1.37933 0.2657
```

Kohn-Sham gap (spin up / spin down) in Ha: 0.2891 / 0.2891
2S+1: 1

---

[6]
The following is a DFT calculation (the ωB97M-V functional and the def2-TZVPD basis) of an isolated molecule of C4H7NO2 at a distorted geometry.

Geometry as XYZ:
```
14
Properties=species:S:1:pos:R:3:mulliken_charge:R:1
C -1.87377 -0.04527 -0.01584 -1.1805
C -0.43416 0.16354 0.00269 0.4502
C 0.25227 1.24667 0.38401 -0.4293
N 1.68343 1.03223 0.28281 -0.2746
O 1.84744 -0.15263 -0.52847 -0.3337
C 0.53361 -0.86376 -0.39845 0.2525
O 0.68770 -1.90696 0.59289 -0.5438
H -2.26269 -0.11360 -1.18450 0.2440
H -2.46643 0.85490 0.41992 0.2796
H -2.14039 -0.89301 0.56517 0.3113
H -0.08741 2.24860 0.81947 0.3348
H 2.15203 1.75993 -0.21658 0.2608
H 0.40242 -1.16067 -1.38408 0.2807
H 1.70595 -2.16998 0.66096 0.3482
```

Kohn-Sham gap in Ha: 0.3404
Structure (SMILES): CC1=CNO[C@H]1O
2S+1: 1

---

[7]
The following is a DFT calculation (the ωB97M-V functional and the def2-TZVPD basis) of an isolated molecule of C4H7NO2.

Geometry as XYZ:
```
14
Properties=species:S:1:pos:R:3:mulliken_charge:R:1
C 1.78244 1.49613 0.44021 -0.9475
C 0.49155 1.04608 -0.21283 0.6554
O -0.05619 1.69160 -1.08872 -0.6147
N -0.02084 -0.13836 0.25306 -0.2182
C -1.32086 -0.60289 -0.16627 -0.4494
C -1.30974 -2.09161 -0.44020 0.0308
O -2.20780 -2.83425 -0.12883 -0.4639
H 1.57793 2.38412 1.04654 0.2541
H 2.24156 0.73368 1.07650 0.2914
H 2.48729 1.78229 -0.34368 0.2831
H 0.39991 -0.55587 1.06933 0.2451
H -2.11718 -0.37741 0.55365 0.2729
H -1.54889 -0.07063 -1.09904 0.3226
H -0.39917 -2.46287 -0.95971 0.3382
```

Kohn-Sham gap in Ha: 0.3920
Structure (SMILES): CC(=O)NCC=O
2S+1: 1

---

[8]
The following is a DFT calculation (the ωB97M-V functional and the def2-TZVPD basis) of an isolated molecule of C4H7NO2 at a distorted geometry.

Geometry as XYZ:
```
14
Properties=species:S:1:pos:R:3:mulliken_charge:R:1
N 1.66279 0.56135 -0.68977 -0.6096
C 0.58937 -0.22557 -0.14035 0.2427
C -0.09021 -1.00237 -1.30532 0.0392
O 0.39945 -0.93079 -2.39832 -0.4593
C -0.38877 0.66937 0.64237 -0.5990
C -1.35860 -0.20177 1.41293 0.0668
O -1.63935 -0.01729 2.57071 -0.4717
H 1.69208 0.89305 -1.62486 0.2049
H 1.90799 1.32915 -0.09452 0.2240
H 0.98510 -1.02037 0.51744 0.2704
H -1.03615 -1.52820 -1.09207 0.2521
H 0.07160 1.29378 1.40252 0.3187
H -1.00020 1.23791 -0.07022 0.2768
H -1.79509 -1.05826 0.86946 0.2440
```

Kohn-Sham gap in Ha: 0.3674
Structure (SMILES): N[C@H](C=O)CC=O
2S+1: 1

---

[9]
The following is a DFT calculation (the ωB97M-V functional and the def2-TZVPD basis) of an isolated molecule of C4H7NO2 at a distorted geometry.

Geometry as XYZ:
```
14
Properties=species:S:1:pos:R:3:mulliken_charge:R:1
C -0.74629 -1.48264 0.26738 -1.2604
C -0.02351 -0.18951 -0.00188 1.2493
C 0.47420 -0.05953 -1.38390 -0.2711
O 0.50292 -1.03130 -2.09498 -0.5021
C 1.02753 0.51013 0.85120 -0.7470
N -0.43569 0.94367 0.75440 -0.3490
O -0.54305 2.12349 -0.01084 -0.3910
H -1.64750 -1.55377 -0.35691 0.2770
H -0.09668 -2.32549 0.04550 0.2881
H -1.04602 -1.51293 1.31102 0.4317
H 0.89196 0.87680 -1.77170 0.4126
H 1.88025 1.10097 0.41239 0.2803
H 1.21249 0.17452 1.85900 0.2633
H -1.45060 2.42558 0.11931 0.3183
```

Kohn-Sham gap in Ha: 0.3863
Structure (SMILES): C[C@]1(C=O)CN1O
2S+1: 1

---

[10]
The following is a DFT calculation (the ωB97M-V functional and the def2-TZVPD basis) of an isolated molecule of C4H7NO2 at a distorted geometry.

Geometry as XYZ:
```
14
Properties=species:S:1:pos:R:3:mulliken_charge:R:1
C -1.35780 -0.47524 -0.54046 -0.0887
C -0.13848 -0.10987 -1.17965 -0.7365
C 0.63876 -0.20220 0.38023 0.7186
C 0.96431 1.24264 0.75915 -0.1739
O -1.71036 -1.76018 -0.52321 -0.3989
N 2.07626 1.61042 1.21566 -0.6750
O 1.42530 -1.14637 0.55609 -0.6984
H -2.45646 -1.91506 0.07099 0.3754
H 2.69988 0.80598 1.32779 0.2913
H -2.09961 0.26180 -0.24703 0.4098
H -0.43131 -0.28169 0.99788 0.0187
H 0.33061 -0.88280 -1.77476 0.2954
H -0.11450 0.87725 -1.62664 0.3261
H 0.17339 1.97532 0.58394 0.3361
```

Kohn-Sham gap (spin up / spin down) in Ha: 0.3073 / 0.3073
2S+1: 1

---

Number 1: calculated total energy -9842.937 eV. Number 2: calculated total energy -9843.583 eV. Number 3: calculated total energy -9847.202 eV. Number 4: calculated total energy -9845.932 eV. Number 5: calculated total energy -9842.344 eV. Number 6: calculated total energy -9843.372 eV. Number 7: calculated total energy -9846.605 eV. Number 8: calculated total energy -9845.321 eV. Number 9: calculated total energy -9843.301 eV. Number 10: calculated total energy -9842.466 eV.